Record 1
Molecular formula: C44H68FN15O7
Method: DFT, ωB97M-V/def2-TZVPD

Geometry as ORCA input:
```
! wB97M-V def2-TZVPD RIJCOSX def2/J DEFGRID3
* xyz 0 1
H -3.154 -3.676 0.286
F -1.517 1.854 2.009
H -7.487 1.611 4.479
C 6.796 4.376 3.897
H 1.028 -3.773 -4.071
C 3.456 -1.809 2.324
H -1.048 5.655 -1.732
C 8.997 -4.303 2.311
H 4.332 1.247 5.184
C -6.096 2.393 5.842
H 1.474 -5.209 -0.651
C -4.938 -3.663 1.520
C -9.596 -3.034 1.250
O -5.226 -0.250 2.214
C 0.123 0.448 0.066
O 1.207 0.653 2.239
H -2.257 4.399 -1.941
C 5.937 0.019 4.609
N 3.617 -2.093 -4.626
C -1.298 4.627 -1.483
H 1.936 -4.670 -5.296
C 8.118 -3.469 3.113
H -5.549 -2.891 -0.324
C -2.705 0.947 -8.090
H 0.516 0.176 -0.903
H 3.542 0.258 1.788
C 0.435 -0.718 -3.619
C 7.315 3.665 5.052
H 1.926 0.889 -8.103
H 4.115 -0.823 0.558
H 7.116 -3.443 2.692
C -2.431 0.432 0.027
H -4.241 1.567 3.798
N 9.690 -4.953 1.669
H 2.598 -1.784 2.982
H 3.539 -2.772 1.840
H 4.313 -1.658 2.945
C -2.654 1.178 2.435
O -4.395 -1.454 0.457
H 5.828 1.497 6.088
O -4.499 1.341 0.825
H 8.804 0.650 8.709
C -0.413 -5.572 0.185
C 3.356 -0.697 1.317
N -5.291 1.291 -10.320
N -1.133 -6.224 0.793
H -4.217 -3.569 3.329
N 6.537 -1.488 8.251
H 8.670 0.424 6.966
C -5.497 5.034 -0.612
N -0.172 -1.399 -2.922
H -3.670 -5.246 0.800
N 6.511 -0.559 3.803
O -5.042 -3.358 2.906
H -6.282 -2.079 1.023
H -1.409 4.558 -0.402
C -4.449 6.026 -0.780
C 1.179 0.170 1.090
C 1.165 0.188 -4.483
N 7.720 3.103 5.965
H 8.482 -2.446 3.157
N 0.526 3.010 -2.391
C -4.716 1.917 -11.089
C -8.630 -3.961 0.684
H 9.461 -0.466 0.319
C 2.048 1.969 -8.084
C -4.054 -0.756 1.602
O -6.747 1.293 1.363
C 2.921 -2.995 -4.506
H -2.854 2.674 3.908
H 2.192 -0.148 -4.610
H -2.669 1.851 -7.483
C -3.506 2.130 3.247
H 6.084 3.756 3.356
C 2.018 -4.125 -4.358
C 7.504 -0.886 8.118
H 10.670 0.468 1.207
N 0.666 2.986 -6.133
C -3.980 2.713 -12.057
C 5.195 0.746 5.620
H -1.134 -0.687 1.351
H -0.089 1.503 0.074
H 0.104 -4.615 -1.608
H 4.841 0.070 6.398
H 9.589 -0.735 7.941
H -8.022 1.623 6.165
H -5.580 4.409 -1.499
C -7.167 1.467 5.510
H 2.384 -4.807 -3.593
H -10.561 -3.145 0.761
H 8.047 -3.845 4.132
C -1.161 -0.362 0.316
H 1.176 1.196 -4.068
H -4.019 2.802 2.578
H -2.979 2.307 -12.196
C 0.488 -4.750 -0.599
H 0.702 0.242 -5.466
H -3.481 -1.378 2.274
H -3.893 3.741 -11.713
H -2.915 0.106 -7.433
H -9.257 -2.007 1.120
H 1.697 2.354 -9.037
C 9.643 0.110 1.224
N -3.628 6.816 -0.911
H -2.172 1.420 -0.332
C -0.275 3.713 -1.967
H 9.518 -0.546 2.083
H -9.721 -3.223 2.314
H -5.652 -4.433 1.312
H -3.519 1.039 -8.810
O 2.106 -0.703 0.632
N -5.236 3.113 6.079
N -0.451 0.607 -9.335
C -5.576 0.834 1.452
N -7.869 -4.694 0.242
N 7.985 2.104 1.383
H -2.990 -0.045 -0.762
C 8.716 1.225 1.312
H -2.852 -4.179 1.926
C -5.348 -2.494 0.660
H -5.280 4.388 0.233
H 3.107 2.199 -7.982
H -2.328 0.369 3.080
H -6.456 5.518 -0.441
H 7.602 4.628 3.212
H 0.596 -3.768 -0.152
H -6.827 0.439 5.621
C -1.445 0.757 -8.784
C -3.573 -4.222 1.120
C 1.280 2.546 -6.995
H -1.140 -1.249 -0.299
C -3.340 0.565 1.212
C 8.709 -0.096 7.923
H 6.298 5.294 4.205
H -4.492 2.709 -13.016
*
```

---

Record 2
Molecular formula: C44H76F6O22
Method: DFT, ωB97M-V/def2-TZVPD

Geometry as ORCA input:
```
! wB97M-V def2-TZVPD RIJCOSX def2/J DEFGRID3
* xyz 0 1
C 6.332 5.216 3.990
C -1.677 4.753 -5.334
C -6.979 -3.319 -7.077
O -4.438 -0.638 3.656
H -4.410 5.032 -7.214
H -4.539 -3.313 -5.945
H -5.976 -0.770 2.223
H -6.335 5.260 0.040
O -2.576 5.292 -6.260
C 4.918 1.471 -7.071
H 1.308 -2.072 0.690
H 1.316 -0.117 -0.914
H 7.146 6.996 4.922
H -7.820 -4.983 -6.245
H 6.632 5.156 1.403
H -2.928 2.426 -6.912
O -0.457 -2.798 -0.229
O -7.961 5.552 4.303
H -4.555 -10.072 1.775
C -3.663 4.426 -6.701
O 8.939 -3.721 -0.992
F -7.412 8.646 2.837
H 1.010 -1.319 -2.229
C -0.233 6.275 3.382
H 7.125 5.542 6.001
F 10.556 -1.263 0.170
H -2.209 5.336 3.986
C -3.813 -1.522 4.593
C 6.593 6.112 5.239
C 7.044 -4.886 -2.163
H 5.693 -6.600 8.169
H -5.457 -9.447 0.437
F -6.351 8.104 4.570
H -8.154 4.704 1.447
F 10.881 -2.209 -1.512
C 4.081 2.533 -7.814
C 4.766 -5.688 5.443
O -7.624 -3.084 -8.071
H -7.097 3.881 2.548
O 5.454 6.511 5.979
O 4.532 -6.068 6.609
O -4.098 -11.701 -0.465
H -1.146 -0.316 -2.091
H 5.953 8.541 6.340
H -6.091 3.496 0.381
O 5.777 6.114 3.003
C -0.722 -0.655 -1.146
O -4.321 2.770 -8.325
H -3.363 1.910 -9.980
H -5.020 1.393 -9.686
C 5.766 7.617 6.886
H -4.588 -1.790 5.310
C 6.729 -6.639 6.237
O 2.772 1.982 -7.740
C -4.442 -9.664 0.771
C 4.171 0.155 -7.256
H 4.241 3.516 -7.370
H -4.314 4.181 -5.861
H 0.672 6.465 3.959
H -5.742 -2.191 3.246
H -2.276 -0.301 7.950
O -6.237 -2.335 -6.488
C 0.897 -2.294 -0.294
H -1.642 3.442 2.957
H -7.132 -3.826 -4.297
H -0.722 7.233 3.204
C -1.138 5.139 3.928
H -1.085 5.601 -4.989
H -1.549 -9.174 1.316
H -5.195 -2.062 -4.795
H 5.545 6.545 1.035
H -0.882 0.068 -0.346
H -1.691 -0.878 4.552
H 7.301 4.857 3.646
C -4.088 1.679 -9.199
H -1.068 3.966 -5.779
H 5.879 -7.095 4.275
H -3.715 0.820 -8.642
H -3.908 -0.548 7.503
H 6.555 -3.912 -2.205
C -3.026 0.032 7.232
H 8.474 -5.729 -0.884
C 0.099 5.813 1.990
C -7.494 7.906 3.905
C -3.238 3.242 -7.565
H 7.468 -7.440 6.233
H -2.291 4.390 -4.510
C -2.501 -1.050 5.262
H 6.210 -5.588 -2.135
H -0.025 3.301 3.522
H 4.280 -0.704 -6.594
H -2.350 3.388 -8.180
C -3.640 -10.695 0.032
C 8.683 -2.521 -0.583
F -8.560 8.194 4.622
C -0.728 4.018 3.098
H -1.481 -8.587 -0.342
H 1.406 -2.972 -0.979
H -3.559 -7.729 1.395
H 4.449 -0.189 -8.252
C -6.101 4.506 0.792
O -2.367 -10.374 -0.078
C -1.380 -2.019 -0.746
H 7.584 -5.031 -3.099
C -6.350 -4.064 -5.019
H 4.935 7.845 7.553
H 4.850 5.027 1.672
H 5.703 4.337 4.136
C 6.151 -6.248 4.904
C 0.766 -1.009 -1.213
C -2.130 -9.048 0.402
H 7.259 -4.736 -0.080
C -6.806 -4.593 -6.323
C -3.570 -8.444 0.573
H 4.372 2.725 -8.846
H -3.832 -7.884 -0.325
H -3.261 1.066 7.486
O -2.508 -2.481 -0.961
O 0.503 6.477 1.030
H 6.678 7.390 7.438
C 5.719 5.684 1.679
C -7.518 6.381 3.453
H 5.916 1.470 -7.510
C -5.790 -1.102 3.244
C -5.425 -2.860 -5.501
C 9.932 -1.603 -0.845
H 5.043 1.843 -6.054
O -0.189 4.530 1.831
O 1.735 0.173 -6.854
H 5.257 -7.944 6.990
C 7.941 -4.780 -0.929
C 5.561 -6.907 7.131
H -2.003 -1.838 5.826
H -5.857 -4.761 -4.341
H -0.705 4.969 4.914
H 6.791 -5.607 4.297
H -5.109 4.754 1.169
C 2.751 0.666 -7.283
O 3.976 -4.902 4.891
F 9.628 -0.587 -1.631
O 7.671 -2.156 -0.047
O -2.596 0.153 5.885
H 7.357 -5.805 6.551
H -6.143 -5.280 -6.848
C -7.128 4.687 1.814
H -3.753 -2.498 4.113
O -6.962 5.993 2.306
H -6.518 -0.634 3.907
*
```

The SMILES is CCOC(=O)C(F)(F)F.CCOC(=O)C(F)(F)F.O=C1CCCO1.O=C1CCCO1.O=C1CCCO1.O=C1CCCO1.O=C1CCCO1.O=C1CCCO1.COCCOC.COCCOC.COCCOC.

---

Record 3
Molecular formula: C44H77N11
Method: DFT, ωB97M-V/def2-TZVPD

Geometry as ORCA input:
```
! wB97M-V def2-TZVPD RIJCOSX def2/J DEFGRID3
* xyz 0 1
H 0.458 -3.217 2.091
C 6.036 -0.048 -2.090
C -6.605 -1.792 3.995
C 1.132 7.075 -0.972
C 5.373 -4.568 -1.338
C -5.191 4.351 -3.062
C -1.696 -3.256 1.915
H -3.722 -0.915 2.243
H -5.134 4.506 -4.138
H 2.133 0.595 2.784
C -3.902 4.045 -0.415
H -3.181 3.458 4.241
H 3.733 0.763 3.479
H -5.268 6.414 -2.463
H -2.103 1.126 4.252
H 4.910 1.262 -0.772
H 0.525 1.417 -1.642
H -1.831 -3.962 2.741
C 2.840 -1.205 3.716
H -0.621 0.117 -4.155
H -0.858 4.386 -1.749
H 0.763 1.334 0.835
C -1.939 1.877 3.481
C 0.400 -5.699 -4.520
C -4.319 -1.008 3.153
H 1.854 -6.800 -0.992
H -1.387 -0.663 -0.163
C -0.217 4.208 2.707
C 2.034 0.986 4.817
H -1.671 5.317 3.698
H 1.815 4.613 -0.214
H -6.172 -1.007 2.024
C 1.712 -5.217 -2.441
H 5.007 -5.509 -1.757
H 0.740 6.093 -2.724
H 0.305 2.326 -3.752
C -5.672 -1.613 2.778
H 1.099 -0.365 0.711
H 1.002 0.650 4.955
C 4.991 -0.506 -3.127
H 4.503 -1.397 -2.731
H -1.608 1.046 0.247
C 0.482 0.433 0.287
C -1.218 3.448 -4.522
C -1.305 0.950 -4.309
H 3.837 -4.921 1.803
H -3.624 5.751 -2.536
H -0.969 1.755 2.993
H -4.647 3.432 -2.845
C -2.286 1.024 -3.143
N -3.310 3.082 -0.205
N 3.215 1.363 -3.578
H 1.755 -4.425 -1.684
C 1.257 -6.558 -1.873
H 4.714 -0.478 -0.417
C -4.660 5.534 -2.263
H -0.718 5.216 -0.219
C 5.411 0.291 -0.759
H 3.393 -1.615 2.872
H 0.920 -5.172 0.594
C 5.329 -4.664 0.185
H 1.317 -7.342 -2.622
N 0.885 4.120 2.399
H 3.319 -5.401 0.206
C 2.752 0.322 3.645
H 2.759 -5.252 -2.756
C -7.018 -0.486 4.528
C 3.998 0.549 -3.374
N 3.992 -1.991 5.937
H -6.246 4.210 -2.812
H -0.679 6.813 -2.038
H -3.856 -1.693 3.869
H -4.188 6.071 -0.181
H 6.154 0.423 0.033
N -7.271 0.544 4.965
C 1.045 0.597 -1.133
H -0.175 -5.513 2.002
C -1.594 4.387 3.128
H -1.159 -0.159 1.477
C 3.221 -3.384 0.536
C 0.816 -4.668 -3.564
H 4.765 -3.772 -1.773
H 0.072 2.120 -5.494
C -4.655 5.266 -0.749
H -5.675 5.151 -0.377
H 0.743 3.280 -0.044
H -1.724 0.882 -2.221
H 0.228 -6.486 -1.512
H -6.158 -2.302 4.850
C -2.122 3.278 4.062
C 1.029 4.067 -0.738
C -0.293 -3.487 1.346
C 3.904 -4.648 0.750
H -0.107 -4.271 -3.138
H 1.955 2.061 4.653
N 2.695 -2.374 0.376
H -1.818 -2.286 2.395
H 1.869 -1.703 3.703
H -5.523 -2.615 2.377
H -7.467 -2.368 3.661
C -1.003 0.162 0.444
H -1.838 0.679 -5.224
N -1.832 4.419 -4.511
N 0.100 -6.529 -5.255
H 5.464 -0.751 -4.077
H -1.594 3.332 5.015
N -3.558 -3.605 0.111
H 6.573 0.817 -2.485
C 3.499 -1.633 4.967
N 1.868 7.683 -0.334
C -0.444 2.203 -4.539
C 0.846 -0.551 -2.026
H 5.863 -3.829 0.646
C -2.748 -3.434 0.904
C -0.157 4.935 -1.119
H 5.875 -5.567 0.453
H -3.016 0.218 -3.213
H -2.261 4.485 2.271
H -0.195 -2.869 0.454
H -0.780 -5.280 0.306
H 1.278 -3.855 -4.120
H -4.310 -0.019 3.611
H -2.857 1.953 -3.144
N 0.726 -1.455 -2.722
C 0.215 6.246 -1.774
H 2.104 0.834 -1.238
H 6.773 -0.849 -2.006
H 1.519 3.574 -1.583
H 2.539 0.785 5.765
H 6.394 -4.431 -1.693
H -2.637 1.712 2.654
C -0.045 -4.985 1.060
*
```

The value obtained for the relative energy (zero: lowest compared OMol25 entry of this formula, charge and spin) is 12.6 kcal per mole. The SMILES is CCCC#N.CCCC#N.CCCC#N.CCCC#N.CCCC#N.CCCC#N.CCCC#N.CCCC#N.CCCC#N.CCCC#N.CCCC#N.

---

Number 1: HOMO energy -10.0 eV. Number 2: HOMO energy -9.4 eV. Number 3: HOMO energy -11.3 eV.